18
Properties=species:S:1:pos:R:3 method="wB97M-V/def2-TZVPD" total_charge=0 smiles=CCC[C@@H](C)C#N relative_energy_kj_mol=22.4
C 1.76145 1.57524 0.64673
C 0.27421 1.24833 0.84877
C -0.37816 0.51853 -0.34511
C -0.80624 -0.92608 -0.04036
C -1.46237 -1.61605 -1.24094
C 0.36486 -1.67644 0.44560
N 1.30959 -2.21930 0.84115
H 2.40182 0.77113 1.01622
H 1.99981 1.71658 -0.41384
H 2.03515 2.49825 1.16695
H 0.16491 0.63982 1.75745
H -0.28348 2.17012 1.04353
H -1.27305 1.05314 -0.68661
H 0.31526 0.49986 -1.19607
H -1.52639 -0.90602 0.78840
H -2.33032 -1.03295 -1.56650
H -0.76683 -1.69064 -2.08239
H -1.80023 -2.62351 -0.98297

---

18
Properties=species:S:1:pos:R:3 method="wB97M-V/def2-TZVPD" total_charge=0 relative_energy_kj_mol=484.0
C 2.18942 0.15117 1.57238
C -1.42250 -0.67567 -0.21183
C -2.46476 -1.21804 -1.08332
C -1.78778 0.34031 0.87427
C 2.14978 1.02428 -0.59739
C 2.08943 -0.24035 0.20361
N 2.37881 0.84917 2.47986
H -2.12293 -1.15708 -2.14863
H -3.38288 -0.72178 -0.96796
H -2.53385 -2.32262 -0.97428
H -2.88127 0.20974 1.29385
H -1.78079 1.15629 0.19305
H -1.12902 0.15961 1.76245
H 1.32522 1.74309 -0.31626
H 2.07671 0.78886 -1.65236
H 3.10525 1.63828 -0.36313
H 2.95017 -0.97385 -0.01164
H 1.24100 -0.75143 -0.05265

---

Number 1: total energy -289.9631 Eh. Number 2: total energy -289.7873 Eh.